[1]
Computed, not measured: C12H33FeN3O7P as an isolated structure in a non-equilibrium geometry, with ωB97M-V with the def2-TZVPD basis set.

Structure (XYZ):
```
57
Properties=species:S:1:pos:R:3:mulliken_charge:R:1
Fe 0.393 0.015 0.345 0.679
P 2.178 1.560 1.518 0.869
O 1.429 0.234 2.027 -0.755
O 3.516 1.368 2.253 -0.871
O 1.311 2.781 1.954 -0.921
O 1.970 1.281 0.009 -0.693
C 2.016 -3.923 -0.310 -1.550
C 2.106 -2.516 0.275 0.647
C 3.552 -2.044 0.415 -0.774
O 4.163 -2.793 1.462 -0.328
C 5.564 -2.662 1.461 -0.792
N 1.425 -1.558 -0.653 -0.177
H 2.426 -4.667 0.376 0.352
H 2.603 -3.977 -1.235 0.348
H 0.989 -4.167 -0.599 0.436
H 1.631 -2.516 1.256 -0.039
H 3.544 -1.002 0.768 0.267
H 4.123 -2.094 -0.522 0.397
H 5.909 -1.633 1.599 0.295
H 5.992 -3.070 0.538 0.322
H 5.912 -3.254 2.307 0.257
H 0.844 -2.207 -1.177 0.294
H 2.087 -1.254 -1.369 0.269
C -3.185 -2.382 1.018 -1.631
C -1.925 -1.865 0.318 0.553
C -2.215 -0.907 -0.847 -0.682
O -0.969 -0.414 -1.332 0.069
C -1.124 0.183 -2.611 -1.158
N -0.987 -1.247 1.296 -0.471
H -3.667 -3.061 0.306 0.431
H -3.878 -1.569 1.244 0.368
H -3.016 -2.927 1.945 0.406
H -1.332 -2.711 -0.049 0.010
H -2.801 -0.054 -0.487 0.151
H -2.816 -1.420 -1.603 0.524
H -0.231 0.700 -2.955 0.339
H -1.876 0.980 -2.593 0.363
H -1.454 -0.603 -3.295 0.321
H -0.732 -1.956 1.981 0.348
H -1.581 -0.651 1.881 0.263
C -2.474 3.579 1.037 -1.807
C -1.773 2.692 0.001 0.451
C -0.940 3.483 -0.995 -0.489
O -1.570 4.642 -1.509 -0.453
C -2.675 4.436 -2.330 -0.619
N -0.858 1.765 0.700 0.242
H -1.747 4.061 1.699 0.381
H -3.058 3.022 1.779 0.453
H -3.134 4.293 0.539 0.373
H -2.607 2.138 -0.456 -0.008
H -0.595 2.867 -1.832 0.228
H -0.082 3.868 -0.440 0.319
H -3.572 4.086 -1.811 0.240
H -2.383 3.818 -3.193 0.238
H -2.961 5.367 -2.829 0.276
H -1.365 1.540 1.560 0.123
H -0.098 2.348 1.167 0.316
```

LUMO energy (alpha / beta) in hartree: 0.0785 / 0.0778
Net charge: -1
Multiplicity: 5
Expectation value of S²: 6.0120
ΔE to the lowest compared entry with this formula, charge and spin in kcal per mole: 32.9
E_HOMO (alpha / beta) in eV: -2.549 / -2.766


[2]
Computed, not measured: a 4-piece molecular cluster, C3H12N2O3 overall in a non-equilibrium geometry, with ωB97M-V with the def2-TZVPD basis set.

Structure (XYZ):
```
20
Properties=species:S:1:pos:R:3:mulliken_charge:R:1
C 0.876 -0.800 1.171 0.143
C 1.581 0.403 1.736 -1.242
N 1.430 -1.318 0.015 0.194
O 1.834 -0.593 -0.962 -0.552
H 0.310 -0.065 -1.403 0.245
H 1.204 -2.289 -0.217 0.282
H -0.533 -0.476 0.819 0.133
H 0.707 -1.591 1.896 0.424
H 0.922 0.892 2.454 0.337
H 2.490 0.119 2.265 0.370
H 1.855 1.093 0.941 0.319
C -0.954 1.548 -1.168 -0.962
N -0.699 0.120 -1.177 0.022
O -1.482 -0.655 -2.037 -0.553
O -1.963 -0.475 0.748 -0.688
H -2.334 -0.214 -2.217 0.318
H -2.196 -1.398 0.593 0.280
H -0.692 1.999 -2.131 0.324
H -2.006 1.720 -0.955 0.353
H -0.350 1.981 -0.372 0.252
```

LUMO energy (alpha / beta) in hartree: -0.0305 / -0.0533
Multiplicity: 1
ΔE to the lowest compared entry with this formula, charge and spin in kcal per mole: 201.4
E_HOMO (alpha / beta) in eV: -7.258 / -7.189


[3]
Computed, not measured: a 2-piece molecular cluster, C20H17ClOS overall in a non-equilibrium geometry, with ωB97M-V with the def2-TZVPD basis set.

Structure (XYZ):
```
40
Properties=species:S:1:pos:R:3:mulliken_charge:R:1
C 4.914 -1.551 2.423 -0.817
O 4.413 -0.194 2.375 -0.438
C 3.069 0.009 2.467 0.908
C 2.634 1.356 2.381 -0.747
C 1.295 1.644 2.450 -0.662
C 0.321 0.622 2.640 0.952
C -1.050 1.028 2.776 -1.043
C -2.238 0.268 2.497 0.956
C -3.469 0.973 2.614 -0.513
C -4.688 0.311 2.570 -0.620
C -4.724 -1.088 2.438 -0.354
C -3.524 -1.798 2.280 -0.743
C -2.301 -1.124 2.220 -0.297
C 0.785 -0.699 2.845 -0.470
C 2.120 -1.026 2.671 -0.800
H 5.996 -1.428 2.351 0.241
H 4.644 -2.038 3.369 0.338
H 4.539 -2.135 1.572 0.338
H 3.387 2.131 2.253 0.426
H 0.958 2.675 2.339 0.368
H -1.212 2.109 2.830 0.321
H -3.429 2.059 2.724 0.320
H -5.617 0.883 2.634 0.369
H -5.679 -1.617 2.449 0.366
H -3.542 -2.888 2.183 0.372
H -1.399 -1.664 1.928 0.545
H 0.084 -1.478 3.140 0.600
H 2.437 -2.072 2.715 0.341
Cl 0.980 5.533 6.991 -0.232
C -0.364 4.488 6.779 0.441
C -1.669 5.002 6.859 -0.489
C -2.760 4.131 6.683 -0.357
C -2.558 2.793 6.384 -0.650
C -1.238 2.317 6.141 0.234
S -0.992 0.852 5.380 -0.140
C -0.134 3.146 6.493 -0.640
H -1.814 6.060 7.061 0.394
H -3.775 4.519 6.759 0.349
H -3.386 2.094 6.252 0.420
H 0.876 2.753 6.442 0.415
```

LUMO energy in hartree: -0.0528
Multiplicity: 1
E_HOMO in eV: -7.034


[4]
Computed, not measured: C4H7O3Tl as an isolated structure in a non-equilibrium geometry, with ωB97M-V with the def2-TZVPD basis set.

Structure (XYZ):
```
15
Properties=species:S:1:pos:R:3:mulliken_charge:R:1
O -0.595 0.224 -0.290 -0.109
O 1.056 0.714 1.098 -0.348
O 1.420 -0.477 -0.694 -0.001
C 0.682 -0.057 0.249 0.791
Tl 1.146 2.775 0.774 1.625
C -1.658 -0.209 0.272 0.297
C -2.934 0.232 -0.211 -0.792
H -1.549 -0.669 1.263 0.447
H -3.165 -0.162 -1.205 0.398
H -2.933 1.337 -0.165 0.390
H -3.684 -0.073 0.542 0.364
C 2.813 -0.846 -0.454 -0.281
H 2.983 -1.798 -0.964 0.380
H 3.015 -0.990 0.607 0.424
H 3.402 -0.003 -0.823 0.414
```

LUMO energy (alpha / beta) in hartree: -0.8995 / -0.9173
Net charge: +4
Multiplicity: 1
E_HOMO (alpha / beta) in eV: -29.252 / -29.250


[5]
Computed, not measured: one molecule with the formula C5H11N, with ωB97M-V with the def2-TZVPD basis set.

Structure (XYZ):
```
17
Properties=species:S:1:pos:R:3:mulliken_charge:R:1
C 0.964 -1.560 -0.518 -0.920
C -0.027 -1.060 0.525 -0.762
N 0.012 0.401 0.758 0.169
C 0.775 0.802 1.791 -0.541
C -0.685 1.234 -0.018 -0.031
C -1.116 0.997 -1.431 -1.104
H 0.918 -2.655 -0.558 0.330
H 0.737 -1.178 -1.518 0.283
H 1.984 -1.272 -0.252 0.287
H -1.053 -1.326 0.258 0.344
H 0.202 -1.521 1.489 0.337
H 0.884 0.132 2.634 0.166
H 0.898 1.871 1.919 0.240
H -0.743 2.243 0.376 0.367
H -1.800 1.807 -1.704 0.313
H -1.659 0.057 -1.593 0.289
H -0.289 1.030 -2.160 0.231
```

LUMO energy (alpha / beta) in hartree: 0.0374 / 0.0374
Multiplicity: 1
ΔE to the lowest compared entry with this formula, charge and spin in kcal per mole: 56.9
E_HOMO (alpha / beta) in eV: -6.372 / -6.373


[6]
Computed, not measured: an isolated ion of composition C4H8NO2 and charge -1 in a non-equilibrium geometry, with ωB97M-V with the def2-TZVPD basis set.

Structure (XYZ):
```
15
Properties=species:S:1:pos:R:3:mulliken_charge:R:1
C -0.153 -0.407 1.457 -1.278
C -0.491 0.196 0.137 0.607
C -1.961 0.253 -0.212 -0.247
O -2.682 1.202 -0.023 -0.494
N 0.242 -0.223 -1.115 -0.593
C 1.754 -0.064 -0.903 -0.615
O 2.122 1.066 -0.341 -0.854
H -0.510 0.260 2.249 0.287
H -0.620 -1.371 1.687 0.278
H 0.929 -0.497 1.544 0.392
H -0.110 1.229 0.127 0.254
H -2.422 -0.720 -0.502 0.353
H -0.186 0.305 -1.863 0.276
H 2.157 -0.269 -1.953 0.325
H 1.931 -0.961 -0.291 0.309
```

LUMO energy in hartree: 0.1429
Net charge: -1
Multiplicity: 1
ΔE to the lowest compared entry with this formula, charge and spin in kcal per mole: 70.2
E_HOMO in eV: -2.826